1.
{"formula": "C23H52O3OsP4S", "method": "ωB97M-V/def2-TZVPD", "elements": ["Os", "S", "P", "P", "P", "P", "O", "O", "O", "C", "C", "C", "C", "C", "C", "C", "C", "C", "C", "C", "C", "C", "C", "C", "C", "C", "C", "C", "C", "C", "C", "C", "H", "H", "H", "H", "H", "H", "H", "H", "H", "H", "H", "H", "H", "H", "H", "H", "H", "H", "H", "H", "H", "H", "H", "H", "H", "H", "H", "H", "H", "H", "H", "H", "H", "H", "H", "H", "H", "H", "H", "H", "H", "H", "H", "H", "H", "H", "H", "H", "H", "H", "H", "H"], "coordinates": [[0.42037, -1.36109, 0.27438], [2.13241, -3.13430, -1.70797], [-1.74128, 3.81461, -0.33072], [-1.26401, -0.71381, 1.64490], [1.95087, 0.06912, 1.09533], [0.96656, -3.20928, 1.45858], [-2.39204, 4.98456, -1.24618], [-0.66429, 4.59096, 0.63110], [-0.77546, 3.01596, -1.40512], [3.43482, -4.67239, -3.50294], [2.16005, -4.22119, -3.07063], [2.63943, -0.29027, 2.74369], [0.19258, -0.14548, -1.60941], [-0.89198, -0.31242, 3.39523], [0.71594, -3.39409, 3.25779], [3.39030, 0.28438, 0.01389], [-2.52876, -2.02285, 1.79245], [0.16825, 5.55902, 2.64394], [-1.28614, 2.81045, -2.74533], [-1.06794, 5.00482, 1.97034], [-2.75367, 6.34191, -0.88019], [1.34583, 1.77488, 1.34456], [-2.68302, 2.24954, -2.80084], [1.01235, -4.62104, -3.78246], [3.55534, -5.49364, -4.61937], [2.73119, -3.73091, 1.36416], [-0.00813, -4.61273, 0.81830], [2.40714, -5.86783, -5.32539], [1.14550, -5.44398, -4.90236], [-0.98366, -0.93644, -1.41417], [-4.15561, 6.38703, -0.32012], [-2.22666, 0.78038, 1.21142], [-2.68481, 6.92556, -1.80065], [0.19585, 0.92923, -1.41010], [0.26666, -5.75566, -5.46489], [-2.01602, 6.74519, -0.17647], [4.54222, -5.82579, -4.94724], [-3.42110, 3.01189, -2.52847], [-1.85807, 5.76900, 1.90505], [-0.04314, -4.61921, -0.27652], [-2.18504, -2.83726, 2.44185], [-2.76222, -2.42779, 0.80100], [0.04928, -4.24594, -3.44683], [3.72472, -0.68781, -0.37052], [-4.88172, 6.10351, -1.09128], [-2.80344, 1.36962, -2.15606], [-2.48040, 0.84350, 0.14867], [3.11512, 0.93447, -0.82727], [-0.32753, -3.23686, 3.54415], [3.34824, 0.51724, 2.97122], [-1.68917, 1.70284, 1.47057], [-1.92732, -0.49748, -1.09792], [0.47133, -5.53450, 1.16926], [3.36351, -3.04141, 0.79357], [0.99818, -4.42705, 3.50500], [0.66196, 1.86091, 2.19950], [-0.38185, 0.65542, 3.48052], [1.37094, -2.70889, 3.80759], [-0.59190, 2.11233, -3.21759], [-1.46415, 4.14533, 2.53312], [2.49616, -6.48638, -6.21621], [-0.06416, 5.87907, 3.66577], [-3.16341, 0.75645, 1.78323], [-1.85671, -0.25742, 3.92209], [4.31500, -4.32918, -2.96010], [-1.09180, -1.85090, -1.99873], [-3.43143, -1.56460, 2.21758], [0.82998, 2.14922, 0.45207], [0.89741, -0.42943, -2.40183], [-0.27875, -1.08516, 3.86956], [2.78188, -4.71476, 0.88427], [0.95600, 4.79796, 2.69538], [0.74765, -2.62006, -1.34807], [-1.03460, -4.56786, 1.20290], [3.16421, -1.25117, 2.73620], [3.14091, -3.80849, 2.37934], [-2.88944, 1.95273, -3.83519], [-4.38823, 7.40725, -0.00714], [-4.26425, 5.72199, 0.54512], [0.56262, 6.42032, 2.09096], [4.18679, 0.75236, 0.60991], [-1.22781, 3.76204, -3.28121], [1.85244, -0.30843, 3.50653], [2.22313, 2.41021, 1.53146]], "atomic_forces_ev_per_a": [[-1.3, 1.9, -1.0], [-0.3, 1.4, 1.4], [2.4, 3.4, -2.1], [-1.2, -0.5, 1.1], [1.6, 1.4, 0.6], [0.7, -2.5, 1.2], [0.6, -2.3, 0.7], [-1.5, -2.0, -1.3], [-1.4, 0.8, 2.2], [-1.2, 2.0, 2.4], [-0.5, -0.7, -1.2], [0.0, -0.1, -0.1], [-0.6, -0.5, -0.5], [0.2, -0.1, -0.1], [-0.2, 0.3, 0.1], [0.1, 0.0, 0.1], [-0.1, 0.2, -0.2], [0.2, 0.1, -0.1], [0.0, -0.1, -1.2], [-0.1, 0.5, 1.2], [-0.2, 1.0, 0.7], [-0.2, 0.2, -0.2], [-0.3, 0.1, 0.0], [0.8, 1.4, 2.0], [-0.5, -1.3, -1.9], [0.2, 0.1, -0.1], [-0.1, -0.2, -0.1], [-0.3, -0.1, -0.3], [1.0, -1.5, -1.9], [0.5, 0.3, -0.3], [-0.2, -0.1, -0.2], [0.0, 0.3, -0.5], [0.1, -0.3, -0.1], [-0.1, -0.3, 0.3], [0.1, 0.1, 0.1], [0.0, -0.3, -0.2], [-0.2, 0.1, 0.1], [0.0, -0.2, 0.0], [0.2, -0.3, -0.1], [0.0, 0.0, 0.3], [-0.1, 0.3, -0.1], [0.0, 0.1, 0.2], [0.0, -0.2, -0.2], [0.0, 0.3, 0.1], [0.1, 0.0, 0.2], [0.0, 0.1, -0.2], [0.0, -0.1, 0.2], [0.1, -0.2, 0.2], [0.2, -0.1, 0.0], [-0.1, -0.2, 0.1], [0.0, -0.4, 0.1], [0.3, -0.2, -0.1], [-0.2, 0.1, -0.1], [-0.2, -0.1, 0.1], [-0.1, 0.2, -0.1], [0.3, -0.1, -0.2], [-0.2, -0.3, 0.0], [-0.2, -0.2, -0.1], [0.1, 0.1, 0.2], [0.1, 0.1, -0.3], [0.0, 0.1, 0.2], [0.0, 0.0, -0.2], [0.2, 0.0, 0.0], [0.3, 0.0, -0.1], [0.0, -0.2, -0.2], [-0.1, 0.2, 0.0], [0.1, -0.3, 0.0], [0.2, -0.1, 0.1], [-0.1, 0.0, 0.5], [-0.2, 0.2, -0.1], [0.0, 0.2, 0.1], [-0.2, 0.1, 0.0], [1.5, -1.4, -1.3], [0.3, 0.0, -0.1], [0.0, 0.2, 0.1], [-0.2, 0.0, -0.2], [0.0, 0.0, 0.2], [0.1, -0.1, 0.0], [0.0, 0.1, -0.1], [-0.1, -0.2, 0.2], [-0.1, -0.1, -0.3], [0.0, -0.1, 0.2], [0.2, 0.0, -0.2], [-0.2, -0.1, 0.0]], "multiplicity": 5, "total_charge": 4, "orbital_gap_ha": [0.229, 0.176], "homo_energy_ev": [-18.16, -19.43], "largest_force_ha_per_bohr": 0.09013, "e_lumo_ev": [-11.922, -14.636], "e_tot_ha": -2986.01939}

---

2.
{"formula": "C5H9NO", "method": "ωB97M-V/def2-TZVPD", "elements": ["O", "N", "C", "C", "C", "C", "C", "H", "H", "H", "H", "H", "H", "H", "H", "H"], "coordinates": [[-1.67581, -1.22815, 1.32575], [0.83148, 0.43869, -0.61614], [1.15331, -0.55838, 0.42696], [-1.25286, 1.10340, 1.28539], [-0.17099, -0.57385, -0.36142], [1.54873, 0.13355, -1.85386], [-0.98132, -0.25160, 0.73147], [1.13016, -0.10251, 1.43157], [-1.33738, 1.06103, 2.37485], [1.75826, -0.94333, -1.95701], [2.50472, 0.66263, -1.84055], [-1.40415, -2.07763, 0.94443], [-0.38351, -1.40075, -1.04156], [-0.47273, 1.79819, 0.97428], [-2.21453, 1.45600, 0.88978], [0.96664, 0.48270, -2.71394]], "atomic_forces_ev_per_a": [[0.1, -0.1, -0.1], [0.0, -0.1, 0.0], [0.2, 0.1, 0.2], [0.1, 0.0, 0.0], [-0.3, -0.1, -0.1], [0.1, 0.0, -0.2], [0.0, 0.1, 0.0], [-0.1, 0.0, -0.1], [0.1, 0.0, -0.2], [0.0, 0.1, 0.0], [-0.1, -0.1, 0.0], [-0.1, 0.1, 0.1], [0.1, 0.1, 0.1], [-0.1, -0.1, 0.0], [0.1, -0.1, 0.0], [0.1, 0.0, 0.1]], "multiplicity": 1, "orbital_gap_ha": 0.301, "homo_energy_ev": -7.47, "largest_force_ha_per_bohr": 0.00671, "e_lumo_ev": 0.708, "e_tot_ha": -325.74946, "e_above_lowest_kcal_mol": 118.0}

---

3.
{"formula": "C29H54N10O6S2", "method": "ωB97M-V/def2-TZVPD", "elements": ["S", "S", "O", "O", "O", "O", "O", "O", "N", "N", "N", "N", "N", "N", "N", "N", "N", "N", "C", "C", "C", "C", "C", "C", "C", "C", "C", "C", "C", "C", "C", "C", "C", "C", "C", "C", "C", "C", "C", "C", "C", "C", "C", "C", "C", "C", "C", "H", "H", "H", "H", "H", "H", "H", "H", "H", "H", "H", "H", "H", "H", "H", "H", "H", "H", "H", "H", "H", "H", "H", "H", "H", "H", "H", "H", "H", "H", "H", "H", "H", "H", "H", "H", "H", "H", "H", "H", "H", "H", "H", "H", "H", "H", "H", "H", "H", "H", "H", "H", "H", "H"], "coordinates": [[-3.64516, -0.54761, -0.48487], [3.86095, 3.12149, -1.59310], [-3.64128, 3.95021, 2.79847], [0.38858, 2.69302, 4.20453], [4.14069, -6.13672, -6.65669], [2.49638, -1.62249, 2.16998], [3.69927, -5.16787, -1.60565], [-7.26124, 5.16130, 6.18519], [1.20854, 3.01374, -2.57838], [-3.13886, 1.01134, -0.80975], [-0.47326, 0.62885, 4.36471], [-2.27570, -1.43158, -0.93638], [-6.20759, 4.85566, 8.13912], [-4.08790, 1.83760, 3.38750], [3.36018, -5.26778, -8.56900], [2.94238, -4.31766, -3.52243], [0.47690, -2.02357, -1.92277], [4.67360, -1.27933, 1.75537], [-2.01867, 3.77868, -0.06410], [0.88878, 0.42132, -2.23067], [-1.40374, -0.44672, -1.33693], [5.94505, -1.48648, 1.09223], [-0.00276, -0.64505, -1.83283], [5.27145, -6.80382, -8.65911], [3.30521, -5.04548, -10.00083], [-0.97082, 3.19552, 0.98862], [0.41929, 1.85706, -2.17357], [2.88310, -4.09351, -4.95553], [3.49302, -1.91328, 1.51870], [-4.46902, 3.12391, 3.14977], [-5.92336, 3.47149, 3.33598], [4.22489, -6.05367, -7.87666], [2.34952, 2.94464, -2.09195], [-0.54397, -0.80013, 4.12317], [4.85676, -5.86134, -3.58701], [0.46523, 1.50743, 3.91372], [3.80426, -5.10332, -2.82286], [-6.31239, 5.42782, 6.90878], [-0.93656, 2.13273, -1.67265], [-2.46104, 4.04602, -2.67003], [-4.91445, 0.72454, 3.80724], [1.57532, 0.95617, 3.05891], [-1.44254, 3.60749, -1.55260], [-5.16460, 5.04729, 9.12733], [-1.84035, 1.01078, -1.27407], [-5.22766, 6.38540, 6.48601], [3.46396, -2.96563, 0.44195], [-6.07542, 4.52515, 3.11210], [4.62095, -0.58710, 2.48796], [-3.05094, 3.35329, 0.02012], [5.88528, -7.38572, -7.97449], [2.27336, -3.84477, -2.93236], [2.45960, -3.37661, 0.37173], [-1.49206, -1.02220, 3.62761], [2.14345, 0.21532, 3.61848], [-0.57233, 4.32831, -1.60582], [-6.22010, 3.29116, 4.37061], [5.50699, -5.16524, -4.11918], [-1.22719, 3.57973, 2.01136], [4.79362, -7.48700, -9.36315], [-0.51529, -1.31638, 5.08509], [2.68668, -4.79561, -7.98399], [-0.95073, 2.07416, 1.05037], [-5.62004, 5.43044, 10.04265], [4.15289, -3.77516, 0.68460], [2.24671, 1.76455, 2.77176], [3.72542, -2.52331, -0.52046], [0.05884, 3.51976, 0.64727], [5.88503, -2.25225, 0.32367], [3.43578, -3.97870, -10.19123], [1.89617, -4.39997, -5.31150], [-2.11165, 4.89351, 0.10439], [-4.52974, 0.34449, 4.75629], [1.16245, 0.50990, 2.15421], [0.98878, -2.04399, -2.81688], [-0.38171, -2.57094, -2.08308], [-3.29503, 3.31805, -2.85698], [-4.40211, 5.74259, 8.78767], [3.64928, -4.65175, -5.49842], [4.38665, -6.54874, -4.28974], [-3.10084, 1.67635, 3.24308], [1.92151, 0.17443, -2.60158], [6.68250, -1.78356, 1.84065], [6.25756, -0.54353, 0.63867], [5.46233, -6.43769, -2.88965], [0.27710, -1.15172, 3.50192], [-5.95503, 1.01170, 3.93127], [-4.70306, 4.08033, 9.33677], [-1.95631, 4.31084, -3.64565], [5.91518, -6.10164, -9.19144], [-2.94702, 5.00967, -2.31975], [-5.18809, 7.23259, 7.17301], [-1.18936, 1.05833, 4.93163], [2.32267, -5.35434, -10.36196], [-6.96608, 4.22674, 8.35701], [4.07341, -5.60129, -10.53087], [-6.53912, 2.87980, 2.65584], [-5.44560, 6.75910, 5.48760], [-4.26440, 5.87289, 6.46187], [3.01514, -3.02347, -5.14088], [-4.84487, -0.06318, 3.05361]], "atomic_forces_ev_per_a": [[2.3, 1.1, -1.1], [-2.0, -0.5, -0.5], [-0.2, 0.0, 0.1], [0.0, -0.2, 0.0], [0.2, -0.4, -0.5], [0.2, -0.2, -0.1], [0.1, -0.1, -0.1], [0.1, 0.0, 0.0], [1.7, -2.3, 1.7], [1.3, -0.8, -0.3], [0.1, 0.0, -0.2], [0.4, 3.5, -0.4], [0.1, 0.2, -0.3], [-0.2, 0.2, 0.0], [0.4, -0.3, 0.1], [0.2, -0.1, -0.1], [-1.2, 1.5, -1.1], [-0.3, -0.2, -0.1], [0.6, 0.4, -0.4], [-2.2, 0.1, 0.7], [1.4, 1.2, -0.3], [0.0, 0.4, 0.4], [1.2, 0.5, -0.4], [0.1, -0.1, 0.1], [-0.4, 0.3, 0.3], [-0.5, 0.5, -0.3], [-4.3, -1.6, 1.4], [0.0, 0.3, 0.4], [-0.3, 0.0, 0.1], [0.3, 0.2, -0.2], [0.0, 0.0, 0.0], [-0.1, 0.0, 0.3], [0.8, 1.6, -0.7], [-0.3, 0.2, 0.3], [0.0, -0.1, 0.1], [0.1, 0.6, 0.0], [-0.1, 0.1, 0.4], [-0.3, -0.1, -0.2], [1.6, 0.0, -1.3], [-0.2, 0.7, 0.2], [0.6, 0.0, -0.1], [-0.1, 0.3, 0.1], [-0.2, -0.3, 0.8], [-0.4, -0.3, 0.1], [-0.6, -2.6, 0.3], [0.0, 0.0, -0.1], [-0.1, 0.1, 0.2], [0.1, -0.1, 0.0], [0.1, 0.0, -0.1], [1.0, 0.2, 0.1], [-0.1, 0.1, 0.0], [0.1, -0.1, 0.0], [0.1, 0.1, 0.0], [0.1, -0.3, 0.0], [-0.1, -0.1, -0.2], [-0.8, -1.1, 0.0], [-0.2, 0.0, -0.1], [-0.1, -0.1, -0.2], [0.5, -0.3, -1.0], [0.1, 0.1, -0.1], [0.0, -0.2, -0.1], [0.0, 0.0, -0.1], [-0.2, 0.9, -0.2], [0.2, 0.0, 0.1], [0.0, 0.0, -0.2], [-0.2, 0.1, 0.1], [0.1, -0.2, 0.0], [-1.0, -0.2, 0.7], [-0.1, 0.0, 0.1], [0.0, -0.1, -0.2], [0.1, 0.0, -0.3], [0.1, -1.2, -0.1], [-0.2, -0.2, 0.0], [0.2, -0.2, 0.1], [-0.1, -0.3, 0.6], [0.6, -0.1, 0.3], [0.9, 0.5, 0.2], [-0.1, 0.0, -0.1], [-0.3, 0.2, 0.4], [0.1, 0.2, -0.2], [0.0, 0.0, 0.0], [-1.2, 0.3, 0.5], [0.2, -0.1, -0.2], [0.2, -0.1, -0.1], [-0.1, 0.1, 0.1], [0.0, 0.1, 0.0], [0.1, 0.1, 0.0], [0.2, 0.1, 0.1], [-0.4, -0.6, 1.0], [0.0, -0.1, -0.1], [0.5, -1.0, -0.3], [0.2, 0.0, 0.0], [0.1, 0.0, 0.0], [0.1, 0.0, -0.2], [0.1, 0.1, 0.0], [0.0, 0.0, 0.1], [-0.1, 0.0, 0.1], [-0.1, -0.1, 0.1], [0.1, 0.1, 0.1], [0.0, 0.0, -0.2], [-0.2, -0.1, 0.1]], "multiplicity": 1, "orbital_gap_ha": 0.259, "homo_energy_ev": -7.92, "largest_force_ha_per_bohr": 0.09344, "e_lumo_ev": -0.871, "e_tot_ha": -2932.79074}

---

Which of these has the highest multiplicity? C23H52O3OsP4S

---

multiplicity of number 1 (C23H52O3OsP4S)? 5